The following is a quantum chemistry calculation of a single C6H5N molecule at a distorted geometry, from OMol25.

Computed properties:
Energy relative to the best compared isomer or geometry (same formula, charge and spin)   109.2 kcal per mole
E_HOMO   -9.0 eV
SMILES   [H]/N=C1/CC1=C=C=C

Geometry as XYZ:
```
12
C6H5N | OMol25 | wB97M-V/def2-TZVPD
H 1.94 -2.29 -0.12
N 2.44 -1.39 0.04
C 1.78 -0.33 0.02
C 2.16 1.11 -0.09
C 0.72 0.53 -0.02
C -0.57 0.63 0.02
C -1.67 0.04 0.02
C -2.95 -0.17 -0.13
H 2.51 1.59 -1.02
H 2.32 1.60 0.88
H -3.29 -1.07 0.37
H -3.59 0.71 -0.15
```

The following is a quantum chemistry calculation of 2 unconnected molecules or ions with the total composition C2H6O2S2 at a distorted geometry, from OMol25.

Computed properties:
Energy relative to the best compared isomer or geometry (same formula, charge and spin)   63.4 kcal per mole
Charge   +1
Spin multiplicity   2
E_HOMO (alpha / beta)   -14.6 / -13.8 eV

Geometry as XYZ:
```
12
C2H6O2S2 | OMol25 | wB97M-V/def2-TZVPD
C -1.62 -1.63 -0.26
S 0.19 -1.07 0.02
S 0.16 -0.52 2.11
H -1.87 -1.36 -1.28
H -1.70 -2.83 -0.09
H -2.22 -1.24 0.43
H 0.49 -1.78 2.65
O 1.80 3.34 -1.47
C 1.64 2.17 -1.06
O 0.65 2.22 -0.16
H 2.23 1.31 -1.10
H 0.25 1.39 0.22
```

The following is a quantum chemistry calculation of 12 unconnected molecules or ions with the total composition C56H143N11O13 at a distorted geometry, from OMol25.

Computed properties:
E_HOMO   -8.1 eV
SMILES   CC1(C)CCCC(C)(C)N1O.CC1(C)CCCC(C)(C)N1O.COC[C@H](C)N.COC[C@H](C)N.COC[C@H](C)N.COC[C@H](C)N.COC[C@H](C)N.COC[C@H](C)N.COC[C@H](C)N.COC[C@H](C)N.COC[C@H](C)N.OCCO

Geometry as XYZ:
```
223
C56H143N11O13 | OMol25 | wB97M-V/def2-TZVPD
C -4.40 1.73 7.20
C -5.01 2.23 5.79
C -5.94 1.13 5.24
C -5.85 3.49 5.99
C -5.01 4.78 6.30
C -3.89 4.97 5.22
C -3.06 3.66 4.87
C -2.47 3.94 3.47
C -1.91 3.53 5.86
N -3.96 2.43 4.79
O -3.24 1.30 4.52
H -5.25 1.38 7.78
H -3.71 0.90 7.05
H -3.80 2.49 7.70
H -6.17 1.25 4.18
H -5.53 0.12 5.24
H -6.92 1.18 5.73
H -6.41 3.58 5.06
H -6.59 3.32 6.77
H -5.57 5.71 6.25
H -4.61 4.66 7.31
H -3.32 5.77 5.69
H -4.44 5.33 4.35
H -1.83 4.82 3.46
H -3.30 4.05 2.78
H -1.82 3.18 3.03
H -1.25 2.67 5.77
H -2.24 3.62 6.90
H -1.35 4.42 5.60
H -3.40 1.12 3.59
C 11.29 -0.07 2.24
C 9.99 0.57 2.75
C 9.37 -0.49 3.69
C 10.45 1.81 3.52
C 9.34 2.81 3.86
C 8.69 3.24 2.55
C 8.00 2.02 1.78
C 6.80 1.49 2.63
C 7.49 2.57 0.42
N 9.07 0.97 1.62
O 8.74 -0.15 0.90
H 11.16 -1.10 1.92
H 11.65 0.57 1.43
H 12.11 -0.03 2.96
H 8.59 -0.19 4.39
H 8.90 -1.34 3.18
H 10.15 -0.93 4.31
H 10.94 1.55 4.46
H 11.20 2.39 2.98
H 8.60 2.57 4.62
H 9.78 3.69 4.33
H 9.43 3.84 2.01
H 7.90 3.96 2.78
H 6.94 1.23 3.68
H 6.42 0.58 2.17
H 5.91 2.12 2.56
H 8.30 3.10 -0.08
H 6.69 3.30 0.50
H 7.00 1.79 -0.16
H 9.13 0.09 0.05
C -1.98 -2.46 -1.09
O -2.18 -1.08 -1.17
C -1.20 -0.21 -0.63
C 0.26 -0.27 -1.13
C 1.10 0.86 -0.58
N 0.35 -0.37 -2.52
H -1.09 -2.89 -1.55
H -2.89 -2.98 -1.41
H -1.87 -2.83 -0.07
H -1.65 0.76 -0.84
H -1.18 -0.24 0.46
H 0.74 -1.15 -0.70
H 2.09 0.87 -1.04
H 1.20 0.79 0.50
H 0.66 1.85 -0.71
H -0.12 -1.19 -2.87
H -0.18 0.43 -2.86
C -8.41 -6.65 -1.06
O -8.18 -7.85 -1.75
C -9.10 -8.89 -1.60
C -8.74 -10.08 -2.53
C -9.73 -11.18 -2.41
N -7.50 -10.70 -2.20
H -9.46 -6.35 -1.02
H -7.73 -5.85 -1.37
H -7.98 -6.78 -0.07
H -9.16 -9.18 -0.55
H -10.10 -8.54 -1.88
H -8.60 -9.74 -3.56
H -9.79 -11.45 -1.35
H -9.49 -12.06 -3.01
H -10.76 -10.90 -2.59
H -7.63 -10.96 -1.24
H -6.76 -10.03 -2.07
C 2.01 -5.32 1.53
O 1.15 -4.51 2.34
C 0.56 -5.21 3.48
C 1.54 -6.03 4.41
C 1.05 -6.58 5.75
N 2.73 -5.15 4.57
H 3.04 -5.02 1.71
H 1.86 -5.15 0.46
H 1.94 -6.37 1.82
H 0.09 -4.56 4.21
H -0.23 -5.85 3.10
H 1.88 -6.87 3.80
H 1.11 -5.81 6.52
H 1.72 -7.40 6.01
H 0.06 -7.03 5.63
H 2.97 -4.93 3.61
H 2.46 -4.29 5.03
C -4.42 0.09 -5.95
O -4.83 -1.15 -6.54
C -4.12 -2.27 -6.08
C -2.62 -2.53 -6.42
C -2.25 -2.61 -7.86
N -2.15 -3.80 -5.82
H -4.72 0.09 -4.90
H -4.90 0.93 -6.46
H -3.35 0.31 -6.00
H -4.24 -2.26 -4.99
H -4.68 -3.17 -6.33
H -1.96 -1.74 -6.07
H -2.54 -1.71 -8.40
H -2.78 -3.39 -8.40
H -1.18 -2.65 -8.05
H -1.22 -3.92 -6.19
H -2.75 -4.54 -6.15
C -2.35 4.91 -7.61
O -1.48 3.76 -7.57
C -0.43 3.88 -8.52
C 0.47 2.65 -8.42
C 1.60 2.71 -7.37
N 0.86 2.23 -9.74
H -1.64 5.71 -7.39
H -3.06 4.99 -6.79
H -2.82 5.12 -8.57
H -0.91 3.96 -9.49
H 0.12 4.80 -8.32
H -0.21 1.88 -8.05
H 2.40 3.32 -7.78
H 1.96 1.71 -7.13
H 1.17 3.10 -6.45
H 1.14 1.26 -9.70
H 0.09 2.21 -10.39
C 1.86 -0.77 5.46
O 2.03 -1.24 6.78
C 0.97 -0.97 7.67
C 1.17 -1.72 9.06
C -0.08 -1.81 9.90
N 2.20 -1.25 9.85
H 1.82 0.32 5.48
H 0.91 -1.14 5.07
H 2.72 -1.07 4.87
H 0.82 0.09 7.88
H 0.05 -1.20 7.13
H 1.54 -2.74 8.93
H -0.98 -2.17 9.40
H -0.38 -0.92 10.45
H 0.10 -2.51 10.71
H 3.02 -1.53 9.33
H 2.14 -0.25 9.90
C 5.00 -2.74 -3.25
O 4.94 -3.75 -4.26
C 3.68 -4.37 -4.41
C 3.45 -4.40 -5.97
C 3.37 -2.98 -6.51
N 2.32 -5.22 -6.39
H 5.97 -2.25 -3.35
H 4.84 -3.28 -2.32
H 4.31 -1.90 -3.30
H 3.78 -5.42 -4.13
H 2.90 -3.81 -3.90
H 4.30 -4.92 -6.41
H 3.25 -2.79 -7.57
H 4.26 -2.43 -6.18
H 2.53 -2.50 -6.00
H 2.46 -5.60 -7.32
H 2.33 -6.15 -5.99
C 3.66 6.84 -2.76
O 3.69 6.57 -1.38
C 3.83 7.76 -0.58
C 4.28 7.47 0.87
C 3.39 6.41 1.57
N 4.15 8.63 1.75
H 2.78 7.42 -3.02
H 3.38 5.95 -3.32
H 4.45 7.40 -3.26
H 4.50 8.49 -1.04
H 2.81 8.15 -0.58
H 5.30 7.09 0.87
H 2.53 6.86 2.06
H 3.95 5.84 2.31
H 2.89 5.70 0.91
H 3.17 8.77 1.93
H 4.41 9.47 1.25
C -2.65 6.74 -2.88
O -3.60 7.76 -3.05
C -3.04 9.08 -3.06
C -4.20 9.99 -3.59
C -4.72 9.57 -5.01
N -3.68 11.37 -3.64
H -3.11 5.75 -2.86
H -2.16 6.83 -1.91
H -1.89 6.70 -3.66
H -2.67 9.38 -2.08
H -2.25 9.13 -3.81
H -4.98 9.95 -2.82
H -5.62 10.13 -5.29
H -4.91 8.50 -4.94
H -3.98 9.68 -5.79
H -4.41 12.05 -3.73
H -3.23 11.40 -4.54
O -4.42 -8.38 -0.56
C -4.05 -8.22 0.80
C -4.26 -9.51 1.57
O -5.55 -9.87 2.00
H -5.34 -8.15 -0.74
H -3.02 -7.89 0.81
H -4.62 -7.49 1.37
H -3.53 -9.51 2.39
H -3.96 -10.36 0.95
H -5.84 -9.27 2.69
```

The following is a quantum chemistry calculation of a molecular structure, C5H7NO at a distorted geometry, from OMol25.

Computed properties:
Energy relative to the best compared isomer or geometry (same formula, charge and spin)   104.7 kcal per mole
E_HOMO   -9.5 eV

Geometry as XYZ:
```
14
C5H7NO | OMol25 | wB97M-V/def2-TZVPD
C 2.27 -0.24 0.59
N 1.32 1.19 0.55
C 0.27 0.81 -0.03
O 0.29 -0.47 -0.53
C -1.04 -0.43 -0.93
C -1.90 -0.24 0.25
C -1.22 0.97 -0.42
H 3.17 0.12 0.11
H 2.27 -0.37 1.67
H 2.09 -1.28 0.18
H -1.21 -0.93 -1.87
H -1.56 -0.56 1.24
H -2.97 -0.35 0.06
H -1.78 1.78 -0.88
```

The following is a quantum chemistry calculation of a single C3H7NO2 molecule, from OMol25.

Computed properties:
Energy relative to the best compared isomer or geometry (same formula, charge and spin)   12.4 kcal per mole
E_HOMO   -9.7 eV
SMILES   C[C@@H](O)C(N)=O

Geometry as XYZ:
```
13
C3H7NO2 | OMol25 | wB97M-V/def2-TZVPD
C -1.67 0.31 0.00
C -0.29 -0.15 0.48
O -0.10 -1.56 0.36
C 0.85 0.64 -0.22
N 2.06 0.02 -0.16
O 0.66 1.72 -0.75
H -2.09 1.05 0.69
H -2.37 -0.54 -0.01
H -1.63 0.76 -0.99
H -0.19 0.02 1.56
H -0.26 -1.80 -0.57
H 2.17 -0.90 0.25
H 2.85 0.44 -0.63
```

The following is a quantum chemistry calculation of 2 unconnected molecules or ions with the total composition C3H7N3 at a distorted geometry, from OMol25.

Computed properties:
Energy relative to the best compared isomer or geometry (same formula, charge and spin)   64.1 kcal per mole
E_HOMO   -9.4 eV

Geometry as XYZ:
```
13
C3H7N3 | OMol25 | wB97M-V/def2-TZVPD
C -0.17 1.45 -0.05
C -0.09 0.30 0.59
C -0.68 -0.98 0.09
N 4.68 0.09 0.09
N 3.58 -0.07 -0.07
N 2.41 -0.26 -0.03
H -0.65 1.52 -1.01
H 0.25 2.36 0.34
H 0.38 0.25 1.57
H 0.03 -1.80 0.20
H -0.97 -0.90 -0.96
H -1.57 -1.23 0.67
H 1.85 -0.25 -0.86
```

The following is a quantum chemistry calculation of a single C23H20N2O6 molecule, from OMol25.

Computed properties:
Energy relative to the best compared isomer or geometry (same formula, charge and spin)   10.2 kcal per mole
E_HOMO   -8.5 eV
SMILES   COc1cccc(OC)c1C(=O)Nc1cccc(C(=O)Nc2cccc(C(=O)O)c2)c1

Geometry as XYZ:
```
51
C23H20N2O6 | OMol25 | wB97M-V/def2-TZVPD
C -2.84 0.50 -1.95
O -1.47 0.20 -1.83
C -0.59 0.89 -2.61
C -0.96 1.68 -3.69
C 0.02 2.32 -4.44
C 1.35 2.17 -4.12
C 1.74 1.40 -3.03
O 3.09 1.32 -2.87
C 3.68 0.52 -1.88
C 0.77 0.76 -2.26
C 1.02 0.08 -0.94
O 1.46 0.69 0.01
N 0.66 -1.24 -0.93
C 0.53 -2.07 0.18
C -0.10 -3.30 0.03
C -0.28 -4.13 1.12
C 0.11 -3.73 2.39
C 0.72 -2.49 2.55
C 1.10 -1.95 3.89
O 1.80 -2.52 4.70
N 0.60 -0.70 4.12
C -0.38 -0.08 3.31
C -1.61 -0.71 3.14
C -2.56 -0.17 2.29
C -2.27 0.98 1.58
C -1.05 1.62 1.75
C -0.72 2.77 0.88
O -1.36 3.07 -0.11
O 0.34 3.46 1.28
C -0.11 1.11 2.64
C 0.97 -1.69 1.44
H -3.23 0.21 -2.94
H -3.03 1.56 -1.78
H -3.33 -0.10 -1.19
H -2.00 1.81 -3.95
H -0.27 2.94 -5.27
H 2.12 2.65 -4.70
H 3.30 -0.50 -1.91
H 4.75 0.51 -2.12
H 3.53 0.93 -0.88
H 0.24 -1.59 -1.78
H -0.45 -3.61 -0.94
H -0.76 -5.09 0.99
H -0.05 -4.36 3.25
H 0.97 -0.20 4.92
H -1.81 -1.63 3.67
H -3.51 -0.66 2.17
H -2.98 1.40 0.89
H 0.55 4.15 0.63
H 0.84 1.60 2.76
H 1.49 -0.76 1.56
```

The following is a quantum chemistry calculation of a molecular structure, C5H9N2O2 at a distorted geometry, from OMol25.

Computed properties:
Energy relative to the best compared isomer or geometry (same formula, charge and spin)   220.6 kcal per mole
Charge   +1
E_HOMO (alpha / beta)   -14.3 / -14.3 eV

Geometry as XYZ:
```
18
C5H9N2O2 | OMol25 | wB97M-V/def2-TZVPD
C 0.27 0.63 -1.65
C 0.07 0.29 -0.38
C -1.46 -0.78 1.18
C 0.71 -1.95 0.45
C -0.01 -0.64 0.78
N 0.62 2.00 -1.93
N 0.12 2.12 0.26
O -0.07 2.58 1.32
O 0.42 2.78 -0.86
H 0.45 -0.01 -2.59
H -1.78 -1.64 0.60
H -1.95 0.13 0.81
H -1.52 -1.07 2.26
H 0.48 -2.44 -0.51
H 0.43 -2.52 1.27
H 1.87 -1.76 0.45
H 0.62 -0.07 1.43
H 0.71 2.35 -2.89
```

Repeat the fifth record exactly.
The following is a quantum chemistry calculation of a single C3H7NO2 molecule, from OMol25.

Computed properties:
Energy relative to the best compared isomer or geometry (same formula, charge and spin)   12.4 kcal per mole
E_HOMO   -9.7 eV
SMILES   C[C@@H](O)C(N)=O

Geometry as XYZ:
```
13
C3H7NO2 | OMol25 | wB97M-V/def2-TZVPD
C -1.67 0.31 0.00
C -0.29 -0.15 0.48
O -0.10 -1.56 0.36
C 0.85 0.64 -0.22
N 2.06 0.02 -0.16
O 0.66 1.72 -0.75
H -2.09 1.05 0.69
H -2.37 -0.54 -0.01
H -1.63 0.76 -0.99
H -0.19 0.02 1.56
H -0.26 -1.80 -0.57
H 2.17 -0.90 0.25
H 2.85 0.44 -0.63
```